Record 1
C37H28ClNO2P2PtSeTe as an isolated structure at a distorted geometry. Source: the OMol25 dataset; level of theory: ωB97M-V with the def2-TZVPD basis set.

Computed properties:
* frontier orbital gap: 5.01 eV
* energy above the lowest of the compared OMol25 structures with the same formula, charge and spin: 14.81 kJ/mol
* LUMO: 3.9624 eV
* HOMO: -0.038 hartree
* total charge: -2

Geometry as XYZ:
```
74
Properties=species:S:1:pos:R:3:forces:R:3:lowdin_charge:R:1
Pt -0.263 -0.710 -2.391 -0.327 1.002 -0.430 0.2858
Te -1.777 2.864 -1.346 -0.082 0.232 0.001 1.2140
Se -0.935 -0.339 -4.596 0.176 -0.498 -0.157 -0.3547
Cl 5.795 -6.859 -0.708 0.000 -0.023 0.014 0.5404
P -1.735 -0.324 -0.816 -0.229 0.234 0.475 0.5914
P 0.596 0.624 -0.744 -0.154 -0.185 0.783 0.6924
O 3.191 -1.715 -1.829 0.030 0.013 0.000 -0.0457
O 0.669 -3.242 -1.384 0.356 -0.354 -0.025 -0.0665
N -2.323 5.668 2.708 -0.005 -0.004 -0.001 0.0271
C 3.622 -5.254 -1.083 0.002 -0.017 0.002 -0.1139
C -3.263 4.248 1.014 -0.002 0.001 -0.026 -0.1365
C -6.214 0.307 -1.739 -0.009 0.011 0.000 -0.1126
C 3.315 4.113 -2.026 0.006 0.005 -0.018 -0.1119
C -1.874 -0.809 1.953 0.042 0.009 -0.026 -0.1171
C 2.261 -1.656 2.217 -0.010 0.005 0.006 -0.0720
C 5.150 -2.977 -1.487 -0.007 0.035 -0.005 -0.0266
C -1.754 -1.376 0.687 -0.121 -0.147 -0.052 -0.3413
C 2.555 2.625 -0.293 -0.071 0.073 0.036 -0.0800
C 5.756 -4.167 -1.224 0.023 -0.018 0.012 -0.1490
C -2.044 4.137 0.353 0.031 -0.054 0.152 -0.5355
C 1.009 0.813 2.048 -0.039 0.030 -0.033 -0.1291
C -3.349 5.011 2.169 -0.014 0.018 -0.022 -0.1835
C -5.790 0.139 -0.427 0.012 -0.008 -0.009 -0.1038
C -1.870 -1.610 3.085 -0.006 0.006 -0.011 -0.0951
C -1.156 5.562 2.071 0.010 0.014 -0.024 -0.1785
C 1.505 -4.125 -1.332 -0.085 -0.008 0.058 -0.2477
C 3.704 -2.817 -1.576 -0.021 -0.011 0.044 -0.4245
C -5.293 0.228 -2.774 0.018 0.015 -0.002 -0.0888
C 1.216 0.064 0.891 0.309 0.046 -0.052 -0.3455
C -4.450 -0.097 -0.156 0.014 0.066 0.005 -0.0841
C 1.689 2.007 -1.189 0.223 -0.215 -0.399 -0.3485
C 1.678 2.423 -2.521 0.006 0.023 0.014 -0.1227
C 1.843 -1.173 0.981 -0.001 -0.024 -0.018 -0.0633
C -0.970 4.825 0.910 -0.004 -0.016 -0.001 -0.1333
C -3.951 -0.002 -2.504 -0.007 -0.003 0.001 -0.1269
C -1.599 -3.556 1.701 -0.006 -0.014 -0.007 -0.0887
C 3.359 3.680 -0.709 -0.039 0.015 0.018 -0.1039
C -3.518 -0.151 -1.191 -0.001 -0.216 -0.135 -0.3544
C 2.955 -4.041 -1.330 -0.033 -0.047 -0.030 -0.1364
C -1.734 -2.987 2.960 0.015 0.011 0.007 -0.1085
C 4.985 -5.329 -1.026 -0.006 0.055 -0.014 -0.7027
C 2.069 -0.899 3.363 -0.009 -0.002 -0.016 -0.1104
C -1.060 1.246 -0.285 0.072 -0.067 -0.146 -0.9352
C -1.608 -2.755 0.567 -0.102 0.004 -0.024 -0.0872
C 1.445 0.342 3.276 0.000 -0.008 0.023 -0.1060
C 2.478 3.476 -2.933 -0.020 0.006 0.020 -0.0887
H -1.466 -4.627 1.599 0.003 0.004 0.001 0.0955
H 2.389 -1.279 4.326 0.004 0.006 0.003 0.0875
H 4.024 4.157 0.002 0.009 -0.003 -0.008 0.0908
H 0.467 1.751 1.976 0.000 0.000 0.009 0.0988
H -4.297 5.094 2.695 0.005 0.006 0.005 0.0899
H -7.259 0.500 -1.952 -0.001 -0.026 -0.002 0.0883
H 1.048 1.897 -3.233 -0.030 0.023 0.006 0.0507
H -1.933 0.272 2.030 0.008 0.001 0.011 0.0956
H -1.955 -1.157 4.066 0.021 -0.006 0.001 0.0945
H -0.320 6.094 2.515 -0.007 -0.001 0.007 0.0917
H 3.943 4.935 -2.348 0.005 -0.004 0.000 0.0884
H -3.223 -0.061 -3.310 0.008 0.012 -0.001 -0.0237
H -4.131 -0.231 0.870 0.006 0.005 0.004 0.0918
H -1.461 -3.189 -0.414 0.034 0.000 0.005 0.0884
H 1.985 -1.748 0.075 -0.009 0.017 0.004 0.0652
H 6.837 -4.234 -1.159 0.001 0.001 -0.017 0.0871
H 2.451 3.793 -3.968 0.012 -0.001 -0.002 0.0982
H 1.280 0.932 4.171 -0.010 -0.004 0.002 0.0909
H 2.732 -2.630 2.275 0.008 0.005 0.005 0.1002
H 3.026 -6.148 -0.924 0.002 -0.001 -0.014 0.0959
H 0.012 4.774 0.453 -0.002 -0.007 -0.004 0.0856
H 1.153 -5.184 -1.247 -0.006 0.007 0.000 0.1085
H -6.503 0.184 0.388 0.003 0.013 -0.003 0.0907
H 2.610 2.286 0.733 -0.002 -0.017 0.005 0.0901
H -4.138 3.726 0.642 0.007 -0.008 0.002 0.0834
H 5.735 -2.077 -1.637 0.008 -0.008 -0.011 0.0986
H -5.614 0.350 -3.802 -0.004 0.002 0.004 0.0982
H -1.707 -3.612 3.845 -0.008 -0.003 -0.004 0.0884
```
Forces are in eV/Å.


Record 2
An isolated ion of composition C2H3Cl2O2Si and charge -1 at a distorted geometry. Source: the OMol25 dataset; level of theory: ωB97M-V with the def2-TZVPD basis set.

Computed properties:
* frontier orbital gap: 7.47 eV
* energy above the lowest of the compared OMol25 structures with the same formula, charge and spin: 135.96 kJ/mol
* LUMO: 3.6606 eV
* HOMO: -0.140 hartree
* total charge: -1

Geometry as XYZ:
```
10
Properties=species:S:1:pos:R:3:forces:R:3:lowdin_charge:R:1
Cl -1.138 -0.553 -2.358 -0.470 -0.769 -2.091 0.1226
Cl 0.949 1.923 1.468 -0.137 0.526 0.743 0.4789
Si -1.241 0.318 -0.495 0.945 0.010 1.270 0.1218
O 0.649 0.623 -0.694 -0.440 0.044 -0.791 -0.3142
O 2.410 2.008 -0.668 0.575 0.488 -0.618 0.0184
C -0.819 -1.289 0.463 -0.890 3.626 3.826 -0.3736
C 1.413 1.510 -0.267 0.026 -0.526 0.924 -1.0206
H -1.715 -1.697 0.876 -0.898 -0.944 -0.177 -0.0279
H -0.113 -1.968 0.189 1.741 -2.056 -1.388 -0.0389
H -0.395 -0.874 1.487 -0.452 -0.399 -1.699 0.0336
```
Forces are in eV/Å.


Record 3
C29H32NNdO as an isolated structure at a distorted geometry. Source: the OMol25 dataset; level of theory: ωB97M-V with the def2-TZVPD basis set.

Computed properties:
* frontier orbital gap (spin up / spin down): 7.26 / 7.30 eV
* 2S+1: 4
* LUMO (spin up / spin down): 0.0769 / 0.1121 eV
* HOMO (spin up / spin down): -0.264 / -0.264 hartree
* total charge: 0

Geometry as XYZ:
```
64
Properties=species:S:1:pos:R:3:forces:R:3:lowdin_charge:R:1
Nd 0.562 -0.395 2.653 -1.002 -0.423 -1.275 1.8543
O -0.880 1.957 -1.536 -0.533 -0.771 -0.892 0.0478
N -1.376 1.262 -3.643 -0.196 -0.329 -0.320 0.0655
C -1.507 1.200 -2.289 0.487 0.561 1.075 -0.4637
C -0.939 -1.676 -2.610 0.048 -0.013 -0.001 -0.0506
C -1.317 -1.448 -0.149 0.667 -0.073 0.908 -0.2199
C -1.924 0.414 4.519 0.465 -0.197 0.424 -0.0811
C -0.858 1.244 4.039 -0.308 0.672 -0.528 -0.4662
C -1.939 -1.272 -1.521 0.203 0.536 -0.117 -0.4852
C 0.546 0.406 5.893 -0.513 0.374 -0.045 -0.1153
C -1.414 -2.078 2.073 -0.043 -0.067 -0.236 -0.2941
C 0.366 1.277 4.804 -0.396 -0.269 0.166 -0.1699
C 1.971 2.374 -3.507 -0.101 -0.460 -0.038 -0.0378
C 3.259 1.871 -3.327 -0.073 -0.089 -0.146 -0.0794
C -3.146 -2.224 -1.591 -0.056 -0.123 0.028 -0.0449
C 3.163 -0.075 2.383 0.078 0.391 -0.631 -0.2456
C -2.001 -1.237 1.085 0.164 -0.659 -0.032 -0.1199
C 3.600 0.613 -3.840 -0.183 0.238 -0.075 -0.0926
C 1.016 1.616 -4.188 0.318 0.041 -0.106 -0.2226
C -0.254 -2.685 1.491 -0.181 0.300 0.041 -0.2734
C 2.609 1.227 2.158 0.334 -0.280 -0.136 -0.2401
C 2.009 -0.103 0.380 0.556 0.271 0.381 -0.2095
C 1.864 1.193 0.941 0.694 -0.182 0.003 -0.2085
C 2.662 -0.112 -4.582 -0.217 0.167 -0.036 -0.0871
C -0.400 2.123 -4.294 -0.102 -0.062 0.065 -0.1374
C -0.507 -0.418 6.312 0.395 -0.202 0.186 -0.1183
C -0.167 -2.230 0.144 -0.693 -0.357 0.136 -0.1307
C -1.740 -0.388 5.642 -0.009 0.377 -0.266 -0.0937
C 2.788 -0.898 1.273 0.098 0.631 -0.088 -0.2261
C -0.862 1.731 2.686 0.146 -0.135 0.687 -0.1595
C 1.374 0.401 -4.783 0.400 0.148 0.426 -0.0537
C -2.499 0.170 -1.762 -0.243 -0.109 -0.129 -0.0465
H -1.812 0.542 -4.210 0.113 0.329 0.386 0.1321
H 0.643 -0.139 -5.391 0.216 0.042 0.255 0.1127
H -0.480 3.112 -3.845 0.043 0.020 -0.069 0.1197
H 3.990 2.469 -2.784 -0.095 -0.217 -0.098 0.1031
H -2.924 0.559 -0.824 0.231 -0.090 -0.334 0.1234
H -2.573 -0.981 6.029 0.271 0.131 -0.178 0.1111
H -1.820 -2.275 3.064 0.106 0.083 -0.187 0.0857
H 1.666 3.344 -3.110 0.208 -0.289 0.034 0.1165
H -0.679 2.184 -5.345 -0.117 0.115 -0.033 0.1249
H -0.385 -1.043 7.200 -0.015 0.151 -0.353 0.0988
H 2.924 -1.079 -5.012 0.005 0.262 0.097 0.1006
H -3.915 -1.929 -0.872 0.073 -0.048 -0.019 0.0864
H 1.132 2.012 4.531 -0.212 -0.403 0.072 0.1046
H 1.320 2.017 0.480 0.177 -0.267 0.153 0.1044
H -0.035 -1.053 -2.571 -0.154 -0.127 -0.085 0.0801
H -0.642 -2.725 -2.471 -0.086 0.254 -0.074 0.0901
H -3.335 0.081 -2.480 0.288 0.096 0.155 0.1209
H -2.889 0.452 4.007 0.390 -0.101 0.105 0.1194
H 0.406 -3.414 1.962 -0.178 0.126 -0.121 0.0895
H -3.595 -2.205 -2.589 0.038 0.013 -0.016 0.0814
H 1.486 0.423 6.451 -0.307 -0.011 -0.159 0.1091
H -0.219 2.578 2.446 -0.168 -0.215 -0.017 0.0520
H -2.908 -0.641 1.186 0.179 -0.278 0.121 0.1041
H 3.075 -1.938 1.111 -0.118 0.335 0.109 0.1044
H -2.847 -3.255 -1.371 -0.002 0.186 0.027 0.0971
H -1.747 1.584 2.067 0.084 0.262 0.265 0.0458
H 1.663 -0.388 -0.610 -0.118 -0.007 0.467 0.0979
H 3.806 -0.375 3.215 -0.269 0.138 -0.301 0.0996
H 4.607 0.220 -3.692 -0.318 0.081 -0.021 0.1007
H -1.386 -1.585 -3.610 0.101 -0.042 0.183 0.0819
H 2.802 2.119 2.759 -0.236 -0.421 -0.107 0.1025
H 0.607 -2.512 -0.572 -0.330 -0.014 0.310 0.1053
```
Forces are in eV/Å.


Calculated total energy (computed, a.u.): -5563.6816, -1438.5047, -1815.6464